{
  "formula": "C5H12N2O2S",
  "method": "ωB97M-V/def2-TZVPD",
  "de_lowest_kcal_mol": 100.4,
  "homo_ev": [-7.7, -6.2],
  "orbital_gap_ev": [8.49, 5.96],
  "multiplicity": 1,
  "charge": 0,
  "species": ["C", "C", "C", "C", "C", "N", "N", "O", "O", "S", "H", "H", "H", "H", "H", "H", "H", "H", "H", "H", "H", "H"],
  "positions_angstrom": [[-1.020, -2.368, -0.074], [-1.415, 0.930, -1.132], [2.721, -0.090, 0.850], [-0.411, 1.382, -0.048], [0.054, 0.185, 0.731], [-1.172, -3.025, -1.199], [-0.618, -0.030, 1.836], [-1.827, -2.156, 0.847], [1.369, -0.993, -1.177], [1.314, -1.101, 0.326], [-2.380, 0.306, -0.718], [-0.987, 0.116, -1.606], [-1.699, 1.797, -1.804], [2.486, 0.187, 1.914], [2.686, 0.885, 0.394], [3.669, -0.468, 0.775], [0.514, 1.738, -0.380], [-0.941, 2.163, 0.503], [-0.532, -2.795, -1.927], [-2.160, -3.149, -1.497], [-0.732, -0.963, 2.137], [-1.483, 0.356, 2.069]]
}

---

{
  "formula": "C5H12N2O5P",
  "method": "ωB97M-V/def2-TZVPD",
  "de_lowest_kcal_mol": 0.0,
  "smiles": "CCON(OCC)C(=O)[P@@](N)(=O)[O-]",
  "homo_ev": -5.0,
  "orbital_gap_ev": 8.37,
  "multiplicity": 1,
  "charge": -1,
  "species": ["C", "C", "O", "N", "O", "C", "C", "C", "O", "P", "N", "O", "O", "H", "H", "H", "H", "H", "H", "H", "H", "H", "H", "H", "H"],
  "positions_angstrom": [[-0.085, 2.632, -0.501], [0.563, 1.930, 0.645], [-0.042, 0.882, 1.239], [0.122, -0.410, 0.725], [1.523, -0.752, 0.858], [2.132, -1.207, -0.360], [2.064, -2.714, -0.663], [-0.900, -1.247, 0.378], [-0.718, -2.431, 0.258], [-2.484, -0.235, -0.162], [-3.197, 0.936, 0.922], [-1.953, 0.447, -1.391], [-3.534, -1.270, -0.408], [-1.219, 2.705, -0.454], [0.312, 3.584, -0.556], [0.213, 1.953, -1.394], [0.848, 2.652, 1.390], [1.460, 1.578, 0.250], [1.610, -0.729, -1.188], [3.222, -0.966, -0.247], [3.054, -3.255, -0.472], [1.292, -3.324, -0.039], [1.659, -2.905, -1.709], [-3.532, 0.570, 1.669], [-2.411, 1.575, 1.209]]
}

---

{
  "formula": "C5H12N2O8PS2",
  "method": "ωB97M-V/def2-TZVPD",
  "homo_ev": -6.1,
  "orbital_gap_ev": 8.08,
  "multiplicity": 1,
  "charge": -1,
  "species": ["C", "N", "C", "C", "O", "C", "S", "O", "O", "N", "S", "O", "O", "C", "P", "O", "O", "O", "H", "H", "H", "H", "H", "H", "H", "H", "H", "H", "H", "H"],
  "positions_angstrom": [[-1.767, 0.598, 2.000], [-2.415, 0.942, 0.707], [-1.570, 1.806, -0.159], [-2.956, -0.223, 0.017], [-3.919, -0.812, 0.582], [-2.422, -0.851, -1.340], [-1.089, -2.153, -1.079], [-1.726, -3.184, -0.170], [-0.806, -2.773, -2.424], [0.289, -1.528, -0.293], [1.317, -0.703, -1.390], [2.363, -1.695, -1.841], [0.582, -0.129, -2.592], [2.121, 0.642, -0.369], [3.755, 0.066, 0.447], [4.807, -0.379, -0.553], [3.294, -1.171, 1.546], [4.241, 1.400, 1.417], [-2.616, 0.431, 2.760], [-1.156, -0.363, 1.987], [-1.133, 1.442, 2.435], [-0.445, 1.642, 0.030], [-1.762, 2.892, 0.183], [-1.828, 1.780, -1.262], [-3.302, -1.440, -1.787], [-2.118, -0.101, -2.137], [1.402, 0.812, 0.515], [2.248, 1.621, -0.935], [3.062, -0.668, 2.365], [3.551, 2.100, 1.345]]
}

---

Listing calculated total energy for the structures above in their given order: -23285.203, -27884.716, -55699.457 eV.